The following is a DFT calculation (ωB97M-V/def2-TZVPD) of a 2-piece molecular cluster, C30H32N4O2 overall.

As for the HOMO energy: -0.1971 hartree. Its lowest unoccupied orbital energy is -2.11 eV. The HOMO-LUMO gap comes out at 3.2 eV. Its multiplicity is 1.

```
68
Properties=species:S:1:pos:R:3:forces:R:3:lowdin_charge:R:1
O 6.487 1.556 -3.079 -0.43 -1.40 0.03 -0.01
O 6.768 -0.622 -3.130 -0.73 1.22 0.06 0.00
N 2.386 3.758 2.342 -0.69 -0.32 -0.37 -0.11
N -1.033 1.872 -2.972 1.01 -1.54 0.13 0.09
N 6.032 0.389 -3.097 1.08 0.07 -0.07 -0.36
N -5.635 -2.100 0.724 0.52 0.43 0.37 -0.12
C 2.533 1.482 1.536 -0.29 -0.60 -0.09 -0.14
C 1.783 2.671 1.783 0.12 0.10 0.27 -0.13
C 1.884 0.316 1.188 0.14 0.50 0.05 0.05
C 2.713 -1.276 -3.069 0.21 0.15 0.07 -0.04
C -6.580 -1.009 0.822 -0.24 0.27 0.31 -0.04
C -1.508 -1.321 0.918 -0.59 -0.16 0.21 -0.20
C -0.236 1.490 1.108 0.21 0.23 0.24 0.00
C -2.018 -2.508 0.314 -0.22 0.10 0.48 0.03
C -3.873 -4.078 -0.298 -0.09 -0.41 -0.45 -0.14
C -5.221 -4.485 0.282 0.00 0.11 0.16 -0.16
C -2.445 -0.539 1.673 -0.02 -0.03 -0.50 -0.01
C -3.797 -0.805 1.645 0.21 0.09 0.01 0.00
C 1.658 4.972 2.644 -0.26 0.28 0.05 -0.04
C 0.404 -0.275 -2.975 1.31 0.26 0.08 -0.31
C 4.622 0.204 -3.079 -0.05 -0.14 0.07 -0.21
C -0.370 0.899 -2.972 -1.13 1.45 0.04 -0.29
C 4.483 2.515 2.732 -0.17 -0.07 0.25 -0.16
C 3.816 3.863 2.515 0.80 -0.01 -0.24 -0.16
C -3.363 -2.822 0.331 0.52 0.24 0.20 -0.14
C -4.295 -1.915 0.914 -0.15 0.10 -0.44 -0.14
C 0.397 2.664 1.465 -0.40 -0.37 0.01 0.01
C 0.470 0.245 1.033 -0.14 0.01 -0.19 -0.20
C -0.318 -1.572 -3.039 -0.72 -0.17 -0.10 -0.09
C 2.412 1.159 -3.006 0.69 0.29 0.06 -0.04
C 4.019 1.495 1.700 0.61 -0.06 -0.15 -0.14
C 1.816 -0.148 -3.016 -0.68 0.04 0.03 -0.20
C -6.194 -3.320 0.197 -0.19 -0.46 -0.49 -0.17
C -0.135 -1.007 0.785 -0.02 0.82 0.38 0.08
C 3.779 1.331 -3.036 -0.43 -0.19 0.03 -0.02
C 4.081 -1.099 -3.094 -0.15 0.31 0.01 -0.02
H 5.567 2.641 2.673 -0.13 -0.01 0.09 0.12
H -7.243 -1.123 1.692 0.14 0.02 -0.14 0.10
H 1.662 5.696 1.813 0.02 -0.24 0.10 0.11
H 3.989 4.517 3.378 0.05 -0.14 -0.18 0.12
H -7.217 -0.985 -0.076 0.26 -0.02 0.18 0.10
H -0.904 -1.645 -3.967 0.10 -0.20 0.08 0.08
H 4.772 -1.942 -3.127 -0.26 0.21 -0.01 0.11
H 4.506 1.708 0.735 -0.21 -0.07 0.17 0.14
H -4.499 -0.161 2.183 0.43 -0.31 -0.08 0.11
H 4.349 0.499 2.009 0.03 0.11 -0.15 0.12
H 4.277 4.352 1.637 -0.22 -0.03 0.18 0.14
H -5.635 -5.334 -0.266 0.03 0.05 0.11 0.12
H -5.095 -4.782 1.331 -0.04 0.01 -0.12 0.13
H -7.117 -3.549 0.748 0.18 0.08 -0.07 0.13
H 1.784 2.055 -2.984 0.10 -0.46 -0.01 0.10
H -3.978 -3.941 -1.385 0.04 -0.02 0.17 0.13
H 0.338 -2.441 -2.978 -0.07 0.14 0.01 0.06
H 2.468 -0.599 1.063 -0.11 0.28 -0.01 0.13
H 4.237 2.153 3.737 0.05 0.05 -0.09 0.12
H -6.484 -3.153 -0.855 0.02 -0.07 0.18 0.13
H 2.316 -2.293 -3.094 0.16 0.40 0.00 0.09
H -1.298 1.517 0.876 0.33 0.08 -0.16 0.11
H -6.058 -0.051 0.907 -0.20 -0.23 -0.14 0.08
H 0.533 -1.826 0.518 -0.07 0.14 -0.14 0.13
H -0.176 3.591 1.525 0.16 -0.44 -0.18 0.11
H -3.148 -4.884 -0.147 -0.04 0.10 -0.09 0.12
H 0.619 4.749 2.902 0.27 0.10 0.05 0.08
H -2.089 0.292 2.278 -0.08 -0.29 -0.10 0.11
H 2.142 5.450 3.504 -0.22 -0.10 -0.19 0.09
H -1.046 -1.624 -2.220 -0.04 -0.24 -0.03 0.05
H -1.318 -3.195 -0.172 -0.25 0.25 0.07 0.13
H 4.223 2.326 -3.029 -0.12 -0.31 -0.03 0.11
```
Forces are in eV/Å.

The following is a DFT calculation (ωB97M-V/def2-TZVPD) of C30H33BF3N5O6S5SeW as an isolated structure.

As for the HOMO energy: -0.5029 hartree. Its lowest unoccupied orbital energy is -7.25 eV. As for the charge: +2. The HOMO-LUMO gap comes out at 6.4 eV. Its multiplicity is 1.

```
85
Properties=species:S:1:pos:R:3:forces:R:3:lowdin_charge:R:1
W 0.596 -0.321 0.983 -1.74 0.65 -0.83 1.54
Se 3.139 -0.326 0.971 2.98 -0.11 -0.21 0.90
S 0.408 -2.841 0.914 -0.07 -0.23 0.44 0.81
S -2.041 -0.745 0.688 0.24 -0.11 0.12 0.82
S -0.081 2.930 0.822 -0.21 -0.29 -0.06 1.07
S 0.948 1.393 3.047 -0.05 -0.43 -0.55 0.93
S 0.821 -0.390 -2.625 -0.07 -0.24 -0.35 1.13
F 1.486 1.244 6.083 -0.21 0.04 0.10 0.15
F -0.411 2.279 5.852 0.14 -0.14 0.14 0.15
F -0.189 0.735 7.376 0.12 0.24 -0.15 0.17
O 2.115 -0.861 2.205 0.56 -0.47 0.40 -0.59
O 2.524 -1.351 -0.148 -0.16 0.25 0.22 -0.47
O 0.469 -0.271 -1.127 -0.29 0.22 0.20 -0.68
O -0.387 1.397 0.569 -0.72 1.16 -0.12 -0.80
O 2.166 0.994 0.557 0.14 -0.10 0.10 -0.56
O 4.696 -0.125 1.193 -0.66 -0.03 0.04 -0.30
N -0.327 -3.570 -1.636 -0.12 -0.07 -0.21 0.01
N -3.119 0.213 -1.629 -0.08 0.27 0.04 -0.10
N 1.699 -4.161 -1.090 0.51 -0.03 -0.02 -0.08
N -0.365 -0.758 2.916 0.28 -0.16 -0.62 -0.20
N -2.193 -1.747 -1.876 -0.10 -0.07 0.07 0.01
C 0.155 1.088 6.134 -0.06 -0.05 -0.06 -0.59
C -2.697 -1.357 -3.098 0.12 -0.25 0.15 -0.03
C -2.402 5.370 2.977 -0.02 0.07 0.00 -0.04
C -0.631 2.707 -1.885 0.02 0.16 -0.02 -0.24
C 2.527 -0.740 -2.942 -0.05 -0.17 0.31 -0.41
C 2.750 -1.878 -3.698 -0.03 -0.07 -0.05 -0.08
C -2.299 2.625 2.464 -0.07 0.24 0.04 -0.09
C 1.458 -4.665 -2.347 0.10 -0.06 0.16 -0.03
C -2.434 -0.767 -0.990 -0.08 0.04 -0.47 -0.62
C -3.751 1.377 -0.999 0.20 -0.14 -0.16 0.00
C 0.040 0.161 3.800 -0.27 0.13 0.29 -0.60
C -1.410 4.864 2.150 0.20 0.06 -0.04 -0.07
C -3.288 3.150 3.285 -0.04 0.04 0.03 -0.04
C -1.083 -1.016 5.539 -0.02 -0.05 0.04 0.07
C 0.200 -4.288 -2.688 -0.16 0.01 0.20 -0.03
C -1.506 -1.956 4.596 -0.14 -0.09 0.37 0.01
C -0.770 3.651 -0.711 0.04 0.05 -0.09 -0.26
C 0.799 2.406 -2.284 0.02 0.12 -0.12 -0.22
C 5.106 -1.410 -3.628 0.02 0.00 0.02 -0.03
C 4.056 -2.207 -4.053 0.04 -0.02 -0.01 -0.04
C 3.571 0.087 -2.537 0.07 0.11 0.03 -0.09
C -1.122 -1.807 3.300 -0.09 -0.15 -0.18 -0.19
C 2.938 -4.398 -0.323 -0.31 -0.17 -0.16 0.02
C -3.341 4.515 3.539 -0.06 -0.04 0.05 -0.04
C 0.829 1.307 -3.328 -0.18 0.00 0.10 -0.26
C 4.862 -0.260 -2.872 0.15 0.00 0.00 -0.03
C 0.604 -3.493 -0.677 0.06 0.15 -0.21 -0.61
C -1.385 3.497 1.901 0.17 0.00 0.15 -0.42
C -0.306 0.048 5.143 -0.02 -0.06 0.26 -0.08
C -3.284 -0.146 -2.951 -0.07 0.20 0.15 -0.01
B -1.861 -3.248 -1.480 0.01 0.00 -0.14 -0.39
H -1.154 3.147 -2.738 -0.05 0.04 0.03 0.14
H -2.638 -1.993 -3.970 -0.02 0.06 0.18 0.14
H -1.406 -2.507 2.530 -0.05 -0.02 0.02 0.04
H -2.435 6.433 3.184 0.00 -0.10 -0.01 0.12
H -3.831 0.467 -3.652 0.08 -0.07 0.13 0.14
H -4.781 1.152 -0.738 -0.10 -0.08 0.00 0.11
H 4.244 -3.082 -4.664 -0.01 0.06 0.05 0.12
H -0.660 5.530 1.724 -0.14 -0.11 0.08 0.13
H 5.685 0.366 -2.545 -0.06 -0.08 -0.07 0.13
H 2.186 -5.268 -2.869 -0.10 0.10 0.08 0.14
H 1.722 1.340 -3.940 0.04 0.00 -0.10 0.10
H 3.709 -4.721 -1.016 -0.02 -0.01 -0.06 0.10
H -0.225 4.590 -0.858 -0.05 -0.10 0.05 0.12
H -3.209 1.628 -0.093 0.07 0.01 0.03 0.05
H -4.019 2.484 3.729 0.04 0.05 -0.01 0.12
H 1.916 -2.491 -4.024 0.09 0.06 0.05 0.10
H -2.459 -3.966 -2.248 0.16 0.20 0.09 0.09
H 2.776 -5.176 0.421 -0.07 -0.02 -0.03 0.11
H -2.157 -3.382 -0.329 -0.02 -0.06 -0.07 0.06
H -2.252 1.571 2.264 0.03 -0.29 -0.09 0.06
H -1.134 1.782 -1.634 -0.15 -0.21 -0.02 0.08
H -1.813 3.873 -0.498 0.00 0.05 -0.05 0.10
H -3.736 2.213 -1.695 0.03 -0.01 -0.03 0.10
H -4.116 4.916 4.186 0.10 -0.05 -0.08 0.12
H -0.042 1.354 -3.984 0.00 -0.03 0.05 0.10
H 6.124 -1.675 -3.891 -0.09 0.04 0.01 0.12
H -2.125 -2.796 4.877 0.05 0.03 0.02 0.13
H -0.385 -4.518 -3.567 0.10 0.05 0.18 0.14
H 1.394 2.105 -1.427 0.12 0.00 0.21 0.08
H -1.360 -1.118 6.579 -0.01 0.00 -0.01 0.14
H 1.268 3.301 -2.697 0.03 -0.02 -0.05 0.14
H 3.249 -3.488 0.164 -0.03 0.14 0.03 0.06
H 3.385 0.989 -1.965 -0.02 -0.06 0.01 0.12
```
Forces are in eV/Å.

The following is a DFT calculation (ωB97M-V/def2-TZVPD) of C30H33BF3N5O6S5SeW as an isolated structure.

As for the HOMO energy: -0.5008 hartree. Its lowest unoccupied orbital energy is -7.46 eV. As for the charge: +2. The HOMO-LUMO gap comes out at 6.2 eV. Its multiplicity is 1.

```
85
Properties=species:S:1:pos:R:3:forces:R:3:lowdin_charge:R:1
W 0.069 0.147 -0.154 -0.88 -1.14 -0.45 1.42
Se 0.989 2.326 -1.808 0.30 -0.42 0.43 0.93
S 3.348 0.227 -0.484 -0.07 -0.28 -0.26 1.13
S -1.908 -1.255 0.604 -0.12 -0.14 0.13 0.70
S 0.085 -3.183 -1.323 0.08 0.01 0.20 1.13
S 0.541 -0.917 2.079 0.22 0.26 0.27 0.74
S -1.574 1.578 0.890 0.14 -0.08 0.44 0.81
F -5.167 -1.396 0.448 0.01 -0.11 -0.10 0.15
F -4.254 -3.151 -0.436 -0.07 0.06 0.02 0.14
F -5.926 -2.185 -1.425 0.05 -0.02 0.04 0.17
O 0.750 0.628 -2.050 -0.02 0.49 -0.02 -0.55
O -0.318 3.142 -2.209 -0.07 0.00 -0.05 -0.38
O 0.927 1.961 -0.096 -0.06 0.39 -0.32 -0.61
O 2.042 -0.393 0.107 0.13 0.13 0.12 -0.80
O 0.330 -1.687 -1.034 0.05 0.26 -0.32 -0.75
O 2.417 2.834 -2.260 0.07 -0.01 0.05 -0.35
N -0.025 3.274 2.407 0.10 0.01 -0.10 0.02
N -0.241 1.127 3.722 0.07 -0.16 -0.13 -0.01
N -1.341 4.301 0.997 0.19 -0.02 0.07 -0.09
N -1.722 -0.003 -1.519 -0.02 0.11 -0.08 -0.14
N -1.351 -0.717 4.082 -0.01 0.18 -0.01 -0.10
C 2.695 -2.536 -2.183 -0.07 0.04 -0.03 -0.22
C 4.332 -1.310 -0.628 0.10 0.13 0.10 -0.25
C -3.234 0.339 -3.302 0.08 -0.01 0.03 0.00
C -2.114 -4.223 -2.450 -0.01 0.07 -0.04 -0.07
C 4.968 3.156 1.631 -0.02 -0.01 -0.02 -0.04
C -4.157 -0.502 -2.686 -0.01 0.02 -0.01 0.05
C -1.152 1.372 4.711 -0.02 -0.09 0.17 -0.01
C -1.842 0.227 4.947 0.01 0.10 0.05 0.00
C -2.617 -0.788 -0.903 0.18 0.19 -0.06 -0.63
C 4.421 2.406 0.598 0.05 0.00 0.05 -0.06
C -1.812 -2.094 4.034 -0.03 -0.11 -0.04 -0.01
C -3.035 -4.406 -3.475 0.05 0.00 0.11 -0.04
C 1.631 -3.629 -2.233 -0.09 0.06 -0.09 -0.25
C -1.927 -2.701 -4.780 0.00 0.04 -0.01 -0.05
C -3.853 -1.078 -1.467 0.11 0.01 0.00 -0.09
C -4.818 -1.960 -0.721 -0.01 0.07 0.05 -0.59
C -1.106 -3.282 -2.619 -0.07 -0.06 0.02 -0.41
C 0.112 4.620 2.607 -0.09 0.14 -0.06 -0.01
C 4.790 1.258 3.117 -0.02 -0.04 -0.01 -0.04
C -0.999 -2.511 -3.775 0.04 -0.01 0.04 -0.07
C -0.889 3.103 1.407 -0.22 -0.07 -0.15 -0.58
C -2.937 -3.649 -4.630 -0.03 0.00 -0.04 -0.04
C 4.257 0.493 2.099 0.03 0.01 -0.01 -0.07
C 3.465 -2.539 -0.865 -0.03 0.03 0.08 -0.22
C 4.090 1.080 0.848 0.03 0.06 0.04 -0.40
C 5.147 2.582 2.879 0.01 0.02 -0.01 -0.04
C -0.708 5.266 1.734 0.12 -0.01 0.16 0.00
C -2.017 0.570 -2.698 -0.08 -0.12 0.01 -0.08
C -2.327 4.564 -0.042 -0.06 -0.05 -0.06 0.01
C -0.399 -0.143 3.328 0.02 0.06 -0.13 -0.65
B 0.795 2.170 3.170 0.07 -0.19 -0.34 -0.40
H -2.766 5.538 0.157 -0.02 0.00 -0.05 0.11
H -1.214 2.328 5.199 0.00 0.04 0.02 0.14
H 3.377 -2.706 -3.020 0.01 -0.04 0.02 0.14
H -3.107 3.808 0.002 0.00 0.01 -0.04 0.09
H 4.131 -3.405 -0.831 0.00 0.01 -0.01 0.14
H -1.275 1.213 -3.143 -0.02 -0.02 0.04 0.10
H -0.908 6.311 1.589 0.01 0.04 0.00 0.14
H -2.611 -0.005 5.660 -0.03 0.01 0.04 0.14
H 2.222 -1.567 -2.365 0.05 -0.04 -0.01 0.09
H -0.203 -1.784 -3.879 0.02 0.04 -0.01 0.13
H -5.116 -0.696 -3.147 -0.01 -0.01 0.00 0.14
H 0.771 5.005 3.362 0.02 0.03 0.02 0.13
H 1.365 2.692 4.077 -0.01 0.12 0.16 0.09
H -2.709 -2.165 3.422 -0.02 -0.04 0.00 0.09
H -3.823 -5.137 -3.365 -0.02 -0.02 0.00 0.12
H -1.848 4.551 -1.017 -0.03 0.00 -0.03 0.08
H -1.028 -2.719 3.617 -0.04 -0.01 -0.01 0.08
H 2.780 -2.643 -0.020 0.01 -0.01 -0.05 0.11
H 1.540 1.625 2.392 -0.14 0.09 0.21 0.05
H 3.955 -0.531 2.278 -0.01 -0.02 0.00 0.12
H -2.181 -4.798 -1.537 0.00 -0.03 0.03 0.12
H 4.908 -1.405 0.291 -0.01 -0.01 -0.02 0.10
H 5.248 4.185 1.457 0.00 0.02 0.00 0.12
H -3.457 0.812 -4.246 -0.01 0.01 -0.02 0.13
H 4.252 2.838 -0.380 -0.02 0.01 -0.03 0.11
H -3.650 -3.798 -5.429 -0.02 0.00 -0.03 0.12
H -1.863 -2.122 -5.690 0.01 0.03 -0.03 0.12
H 1.965 -4.550 -1.755 0.02 -0.01 0.00 0.11
H 1.323 -3.861 -3.252 0.02 0.04 0.05 0.10
H 5.023 -1.115 -1.450 0.01 0.00 -0.01 0.11
H 4.928 0.829 4.100 0.00 -0.01 0.01 0.12
H -2.030 -2.416 5.049 0.00 -0.04 -0.03 0.11
H 5.570 3.171 3.681 0.01 0.02 0.02 0.12
```
Forces are in eV/Å.